The following is a quantum chemistry calculation of a structure of composition C24H34BFN2O13P2 at a distorted geometry, from OMol25.

Last column: Löwdin charge in e.
CARTESIAN COORDINATES (ANGSTROEM)
C  3.486  -2.324  1.114  -0.005
B  2.296  -1.336  0.642  -0.444
O  1.144  -1.972  0.135  0.092
C  2.402  0.272  0.797  -0.214
C  3.571  0.617  -0.172  -0.101
C  4.448  1.874  0.135  -0.241
N  3.795  3.182  -0.095  0.003
C  2.458  0.403  2.358  -0.122
C  3.367  1.405  3.114  -0.720
O  4.125  0.912  3.961  -0.029
O  3.336  2.656  2.946  -0.104
C  0.927  0.663  2.710  -0.153
N  0.238  1.362  1.582  -0.445
P  -1.539  1.095  1.580  0.942
C  -2.431  2.274  0.458  -0.259
C  -2.025  -0.678  1.315  -0.273
P  0.372  3.157  2.154  0.987
O  -0.711  3.451  3.378  -0.263
O  0.105  4.156  0.854  -0.259
C  1.081  1.058  0.386  -0.236
C  0.415  0.739  -0.988  -0.095
C  0.274  1.988  -1.921  -0.170
F  1.459  2.065  -2.679  -0.068
H  4.020  -2.727  0.220  0.078
H  3.133  -3.126  1.787  0.072
H  4.234  -1.679  1.631  0.080
H  1.475  -2.703  -0.415  0.089
H  4.288  -0.217  -0.360  0.120
H  3.111  0.801  -1.176  0.115
H  5.274  1.846  -0.622  0.110
H  4.976  1.839  1.109  0.118
H  3.195  3.420  0.700  0.026
H  3.139  3.002  -0.864  0.043
H  2.602  -0.546  2.925  0.139
H  0.484  -0.364  2.695  0.119
H  0.703  1.003  3.739  0.135
H  -3.320  1.821  -0.030  0.048
H  -2.836  3.079  1.113  0.045
H  -1.800  2.788  -0.292  0.017
H  -1.946  -1.057  0.276  0.035
H  -1.505  -1.373  2.007  0.037
H  -3.101  -0.739  1.601  0.050
H  -0.194  3.283  4.187  0.068
H  0.942  4.574  0.592  0.071
H  1.518  2.071  0.172  0.098
H  1.076  0.045  -1.550  0.125
H  -0.560  0.217  -0.915  0.095
H  0.129  2.935  -1.371  0.096
H  -0.569  1.796  -2.619  0.108
C  -0.935  -6.445  2.699  0.080
C  -0.627  -5.525  1.780  -0.228
C  0.459  -5.752  0.778  -0.304
O  0.683  -4.887  -0.049  0.099
C  1.205  -7.004  0.842  0.079
C  0.900  -7.925  1.763  -0.231
C  -0.206  -7.710  2.750  -0.312
O  -0.457  -8.584  3.557  0.118
O  1.566  -9.082  1.850  0.115
O  -1.273  -4.351  1.706  0.097
H  -1.720  -6.293  3.427  0.138
H  1.999  -7.147  0.122  0.138
H  1.154  -9.568  2.591  0.122
H  -0.861  -3.870  0.960  0.105
C  -3.747  4.079  -3.498  0.078
C  -4.407  4.785  -4.424  -0.230
C  -5.216  4.114  -5.491  -0.311
O  -5.814  4.799  -6.298  0.122
C  -5.244  2.654  -5.514  0.081
C  -4.581  1.950  -4.591  -0.231
C  -3.796  2.622  -3.509  -0.306
O  -3.222  1.937  -2.678  0.073
O  -4.586  0.610  -4.588  0.110
O  -4.380  6.121  -4.442  0.119
H  -3.162  4.552  -2.721  0.136
H  -5.817  2.180  -6.299  0.139
H  -4.038  0.346  -3.825  0.117
H  -4.934  6.386  -5.202  0.124

Cartesian forces, eV/Å:
C 0.45 1.44 -0.42
B -0.45 -0.87 0.13
O 0.98 0.95 -0.53
C -1.29 -1.99 0.40
C 0.50 1.02 -0.10
C 0.88 -0.04 -0.74
N -0.88 -0.65 0.05
C -1.46 0.85 0.86
C 1.66 1.78 1.11
O -0.16 -1.63 0.00
O -1.35 -0.46 -1.49
C 0.35 -2.50 0.46
N -1.81 -0.60 -1.29
P -1.81 -0.78 2.46
C 0.21 0.56 -0.42
C -0.08 -0.37 -1.00
P 4.33 2.41 1.70
O -0.51 -0.33 -1.80
O -1.81 -0.99 0.38
C 2.28 2.18 -1.74
C -0.24 0.10 -0.05
C -0.31 -1.24 0.19
F -0.41 0.34 0.31
H -0.45 -0.09 0.63
H 0.22 0.30 -0.45
H -0.33 -0.72 -0.09
H -0.58 -0.36 0.64
H -0.64 0.29 0.51
H 0.27 -0.16 0.63
H -0.51 -0.16 0.48
H -0.73 0.07 -0.39
H 0.55 -0.22 0.27
H 0.38 0.44 -0.02
H 0.42 0.42 -0.81
H 0.07 0.64 -0.03
H 0.21 0.52 -0.80
H 0.82 -0.06 0.16
H 0.42 -0.60 -0.23
H -0.44 -0.51 0.18
H 0.09 0.08 0.56
H -0.09 0.67 -0.43
H 0.68 0.34 -0.13
H -0.08 0.14 -0.29
H -0.09 -0.28 0.44
H -0.19 -0.63 0.20
H -0.43 0.36 0.49
H 0.51 0.32 0.14
H 0.16 -0.41 -0.34
H 0.56 0.37 0.30
C 0.04 -0.24 0.10
C -0.58 0.32 0.41
C 0.48 -0.44 -0.18
O -0.17 0.20 0.01
C -0.07 0.32 -0.14
C 0.59 -0.30 -0.38
C -0.48 0.35 0.29
O 0.27 -0.16 -0.17
O -0.55 0.29 0.35
O 0.51 -0.26 -0.39
H 0.01 0.01 -0.02
H -0.01 -0.02 0.02
H 0.07 -0.05 -0.04
H -0.01 0.06 0.06
C 0.10 -0.35 0.15
C 0.34 0.57 0.43
C -0.25 -0.55 -0.34
O 0.16 0.28 0.19
C -0.07 0.25 -0.08
C -0.31 -0.51 -0.43
C 0.20 0.60 0.24
O -0.10 -0.31 -0.20
O 0.29 0.48 0.42
O -0.32 -0.51 -0.40
H -0.02 0.03 -0.02
H 0.01 -0.01 0.02
H -0.04 -0.07 -0.06
H 0.03 0.08 0.05

Output
gap between HOMO and LUMO = 0.1845 Ha
charge = 0
E_HOMO = -7.14 eV
LUMO level = -0.078 Ha

***

The following is a quantum chemistry calculation of a structure of composition C24H34CoF4N5, from OMol25.

Last column: Löwdin charge in e.
CARTESIAN COORDINATES (ANGSTROEM)
Co  -0.116  0.076  -0.336  0.851
C  -3.487  -0.146  0.960  -0.063
C  -3.130  0.888  -0.088  -0.223
N  -2.133  0.435  -1.108  -0.215
C  -2.709  -0.706  -1.882  -0.217
C  -1.817  -1.209  -3.011  -0.063
C  -1.925  1.564  -2.053  -0.156
C  -0.973  2.625  -1.526  -0.145
N  0.274  1.932  -1.190  0.056
C  1.462  2.437  -1.473  -0.136
C  2.592  1.559  -1.440  -0.141
F  2.368  0.263  -1.171  0.074
C  3.855  1.965  -1.731  -0.192
F  4.847  1.089  -1.704  0.151
C  4.102  3.300  -2.069  0.164
C  3.043  4.194  -2.104  -0.190
F  3.260  5.463  -2.400  0.159
C  1.756  3.798  -1.818  -0.105
F  0.796  4.708  -1.799  0.149
H  -4.118  0.321  1.717  0.102
H  -2.604  -0.536  1.471  0.041
H  -4.050  -0.984  0.552  0.086
H  -2.728  1.777  0.393  0.099
H  -4.034  1.201  -0.618  0.135
H  -3.675  -0.384  -2.284  0.140
H  -2.913  -1.506  -1.180  0.090
H  -1.966  -0.661  -3.940  0.085
H  -2.044  -2.255  -3.215  0.095
H  -0.756  -1.154  -2.756  0.057
H  -2.887  2.019  -2.307  0.146
H  -1.496  1.167  -2.973  0.119
H  -1.361  3.136  -0.642  0.129
H  -0.835  3.376  -2.298  0.132
H  5.107  3.633  -2.300  0.165
C  0.460  -6.227  -0.869  -0.012
C  0.345  -4.740  -0.728  -0.219
C  -0.749  -4.138  -0.107  0.021
C  -0.805  -2.768  0.012  -0.123
N  0.159  -1.952  -0.448  -0.037
C  1.220  -2.528  -1.048  -0.093
C  1.342  -3.889  -1.202  0.017
H  -0.437  -6.738  -0.526  0.090
H  1.308  -6.592  -0.286  0.105
H  0.645  -6.500  -1.909  0.101
H  -1.560  -4.738  0.286  0.132
H  -1.646  -2.298  0.506  0.096
H  1.991  -1.870  -1.417  0.106
H  2.220  -4.288  -1.695  0.136
C  0.224  -0.681  2.480  -0.129
C  0.493  -0.345  3.968  -0.126
N  0.938  1.037  4.102  -0.145
C  2.138  1.249  3.300  -0.124
C  1.848  0.966  1.802  -0.125
N  0.424  0.544  1.633  -0.217
C  -0.446  1.646  2.150  -0.122
C  -0.119  1.930  3.641  -0.125
H  -0.792  -1.044  2.329  0.092
H  0.911  -1.442  2.112  0.116
H  1.255  -1.006  4.377  0.130
H  -0.411  -0.475  4.562  0.128
H  2.927  0.594  3.667  0.130
H  2.471  2.277  3.436  0.129
H  2.480  0.168  1.414  0.121
H  2.004  1.858  1.194  0.109
H  -1.483  1.344  2.024  0.091
H  -0.262  2.524  1.526  0.115
H  -1.000  1.776  4.261  0.129
H  0.205  2.961  3.774  0.129

Cartesian forces, eV/Å:
Co -0.40 -0.01 0.18
C -0.02 0.00 0.02
C 0.01 -0.12 -0.07
N 0.07 0.21 0.01
C 0.04 0.03 -0.02
C -0.04 -0.02 -0.04
C 0.00 0.03 -0.04
C 0.05 -0.17 0.07
N 0.08 -0.07 -0.27
C 0.10 0.17 -0.09
C -0.13 0.00 -0.02
F -0.16 0.00 0.14
C 0.23 0.22 -0.07
F -0.03 0.06 -0.01
C 0.09 -0.08 -0.01
C 0.05 0.11 -0.02
F 0.01 -0.08 0.02
C -0.02 -0.07 0.05
F 0.04 -0.02 0.02
H 0.01 -0.01 -0.01
H 0.00 0.01 0.00
H 0.00 0.00 0.00
H 0.03 0.05 -0.02
H -0.03 -0.02 -0.02
H -0.03 -0.02 0.01
H 0.03 -0.05 0.03
H 0.00 -0.02 0.03
H -0.01 0.03 -0.01
H 0.02 -0.01 0.02
H -0.02 0.00 -0.02
H -0.02 0.03 0.05
H -0.01 -0.02 0.03
H -0.01 0.01 -0.01
H -0.03 -0.02 0.01
C 0.00 0.09 0.01
C 0.00 -0.15 0.01
C -0.04 -0.06 0.02
C 0.10 0.03 0.02
N 0.16 -0.05 -0.22
C -0.11 0.02 0.06
C 0.04 -0.04 -0.02
H 0.00 0.01 0.00
H -0.01 0.02 -0.01
H -0.01 0.01 0.01
H 0.03 0.01 0.00
H -0.01 0.00 -0.03
H 0.00 0.00 -0.02
H -0.03 0.01 0.02
C 0.11 0.21 0.04
C 0.03 0.12 -0.01
N -0.02 0.00 -0.16
C -0.09 -0.01 0.07
C -0.10 0.00 -0.04
N -0.15 -0.19 0.20
C 0.19 -0.04 0.05
C 0.09 -0.07 0.00
H -0.04 0.02 0.00
H 0.00 -0.01 -0.03
H 0.02 0.00 0.01
H -0.02 -0.01 0.04
H 0.00 -0.01 0.02
H 0.01 0.00 0.02
H 0.02 -0.03 -0.03
H -0.01 0.01 0.00
H -0.03 -0.05 0.02
H -0.02 -0.02 0.00
H -0.01 0.02 0.02
H 0.01 0.01 0.02

Output
gap between HOMO and LUMO (spin up / spin down) = 0.3190 / 0.2010 Ha
charge = +2
E_HOMO (spin up / spin down) = -13.92 / -13.97 eV
LUMO level (spin up / spin down) = -0.193 / -0.313 Ha
2S+1 = 5